Molecular formula: C7H8OS
Method: DFT, ωB97M-V/def2-TZVPD

Last column: Mulliken charge in e.
Positions of all 17 atoms, in Å:
1 C 1.781237 -1.486146 -0.340569  -0.8958
2 C 0.467682 -1.344349 -0.429603  0.0283
3 C -1.403076 1.378633 -0.678994  -0.2455
4 C 1.773852 2.665436 0.677601  -0.4739
5 C -1.953298 -1.001362 0.497583  -0.8119
6 C -0.419439 -0.788599 0.580942  -0.2217
7 C -1.372649 0.180511 -0.077650  0.3589
8 O -0.296410 2.225449 -0.738267  -0.3649
9 S 1.283480 1.585234 -0.300786  0.1449
10 H 2.490219 -1.985648 -1.005189  0.2393
11 H 2.405491 -1.179699 0.483442  0.3037
12 H -0.151158 -1.711441 -1.242556  0.2155
13 H -2.287660 1.753052 -1.028516  0.4294
14 H 2.610309 2.794256 1.206205  0.4292
15 H -2.362300 -1.635077 -0.344929  0.1824
16 H -2.643594 -1.035772 1.223450  0.3550
17 H 0.077314 -0.414478 1.517836  0.3270

Forces on the atoms, in the same order (eV/Å):
C 1.131 -0.641 -0.119
C -0.141 -1.722 0.094
C 2.982 -2.277 2.235
C -3.221 -1.001 -2.115
C 1.357 -1.175 -4.943
C -0.172 1.915 0.840
C 0.524 2.172 0.414
O -0.608 -0.609 -0.622
S -0.519 1.578 0.427
H -0.970 0.097 -0.690
H -0.568 0.467 0.758
H 0.613 -0.155 -0.519
H -1.900 1.382 -1.014
H 3.215 0.379 1.749
H 0.946 -0.081 1.006
H -1.773 0.358 3.224
H -0.894 -0.687 -0.725

Results
M   140.21 g/mol
ΔE to the lowest compared entry with this formula, charge and spin   130.6 kcal/mol
Energy   -20264.4237 eV
Spin multiplicity   1
Strongest force on any atom   5.26 eV/Å
HOMO-LUMO gap   8.713 eV

---

Molecular formula: C17H22N4O3
Method: DFT, ωB97M-V/def2-TZVPD

Last column: Mulliken charge in e.
Positions of all 46 atoms, in Å:
1 C -1.839004 1.874974 -0.592084  -0.9280
2 C -0.877076 1.834937 0.529318  0.4166
3 N -0.299924 0.722066 0.924546  -0.6150
4 N 0.502006 1.025570 1.958860  0.4381
5 C 1.280833 -0.011590 2.583989  -1.1905
6 C 2.656081 -0.178600 1.928018  -0.5319
7 C 2.566917 -0.580308 0.453485  -0.6163
8 C 1.937757 -1.962481 0.299160  0.4622
9 O 2.590459 -2.985378 0.349284  -0.6915
10 N 0.599794 -1.935912 0.146309  0.1498
11 C -0.169693 -3.130731 -0.103800  -0.8854
12 C -0.313307 -3.410627 -1.610512  -1.2846
13 C -0.973536 -2.258705 -2.310525  0.5372
14 C -2.357904 -2.178619 -2.395579  -0.2799
15 C -2.965714 -1.103123 -3.018921  -0.5448
16 C -2.195189 -0.088701 -3.562069  -0.6021
17 C -0.814719 -0.154722 -3.474692  -0.5657
18 C -0.209594 -1.231592 -2.851506  -0.1500
19 C 0.473770 2.331144 2.258518  0.5815
20 C 1.255831 2.933031 3.361802  -1.7112
21 C -0.421369 2.906416 1.347007  0.2828
22 N -0.804552 4.252928 1.246683  0.9310
23 O -1.592854 4.552675 0.369450  -0.6206
24 O -0.330415 5.049994 2.039114  -0.6729
25 H -1.996268 0.873144 -0.981045  0.1377
26 H -2.784062 2.298659 -0.257354  0.3314
27 H -1.463666 2.520878 -1.383992  0.2833
28 H 0.714761 -0.940508 2.492397  0.3728
29 H 1.401376 0.232423 3.641735  0.4402
30 H 3.200620 -0.950155 2.473946  0.4323
31 H 3.215900 0.755634 2.010652  0.3437
32 H 1.994424 0.158456 -0.108353  0.3063
33 H 3.577170 -0.630105 0.045798  0.4418
34 H 0.119916 -1.042450 0.102750  0.2240
35 H -1.155879 -3.011033 0.351619  0.4120
36 H 0.354308 -3.966999 0.366355  0.5374
37 H -0.901008 -4.320752 -1.738716  0.4809
38 H 0.683332 -3.577953 -2.021446  0.3485
39 H -2.963511 -2.970715 -1.978031  0.4011
40 H -4.043008 -1.056799 -3.083941  0.3868
41 H -2.668948 0.749450 -4.050971  0.4108
42 H -0.208432 0.633558 -3.896594  0.3996
43 H 0.868330 -1.283939 -2.791186  0.3651
44 H 1.070446 4.002823 3.395052  0.3445
45 H 2.321303 2.759317 3.219214  0.3244
46 H 0.964297 2.494420 4.316253  0.3667

Forces on the atoms, in the same order (eV/Å):
C -0.100 -0.097 -0.100
C 0.168 0.488 0.328
N -0.508 -0.250 -0.544
N -0.219 0.836 0.147
C 0.568 -0.353 0.202
C -0.225 -0.002 -0.048
C 0.151 -0.192 0.068
C -0.053 0.641 -0.079
O 0.338 -0.404 0.027
N -0.380 -0.098 -0.132
C 0.178 -0.295 -0.089
C -0.023 0.107 0.273
C 0.054 -0.160 -0.048
C 0.033 0.013 0.010
C -0.102 0.058 -0.012
C -0.033 0.046 -0.072
C 0.003 0.091 -0.057
C -0.009 0.004 -0.018
C -0.278 0.438 -0.206
C 0.103 0.080 0.160
C 0.494 -1.592 0.130
N -0.080 0.519 0.051
O -0.126 0.060 -0.144
O 0.032 0.245 0.106
H -0.005 -0.058 -0.027
H -0.047 -0.005 -0.045
H -0.040 -0.003 -0.065
H -0.019 0.156 0.120
H -0.094 -0.034 -0.083
H 0.055 0.023 0.047
H 0.023 -0.016 0.061
H 0.035 0.038 -0.028
H -0.082 -0.028 -0.049
H 0.153 -0.035 0.089
H 0.042 -0.044 -0.004
H -0.154 0.077 0.018
H 0.029 -0.046 -0.049
H -0.006 -0.071 -0.002
H -0.062 -0.100 0.040
H -0.089 0.000 -0.011
H -0.042 0.075 -0.046
H 0.055 0.070 -0.039
H 0.109 -0.027 -0.006
H 0.051 -0.123 0.027
H 0.081 -0.016 0.029
H 0.018 -0.016 0.072

Results
M   330.39 g/mol
ΔE to the lowest compared entry with this formula, charge and spin   75.4 kcal/mol
Energy   -30087.3931 eV
Spin multiplicity   1
Strongest force on any atom   1.67 eV/Å
SMILES   Cc1nn(CCCC(=O)NCCc2ccccc2)c(C)c1[N+](=O)[O-]
HOMO-LUMO gap   9.127 eV

---

Molecular formula: C2H3O6PS
Method: DFT, ωB97M-V/def2-TZVPD

Last column: Mulliken charge in e.
Positions of all 13 atoms, in Å:
1 C 2.427425 0.700490 0.154309  -0.5414
2 C 1.628892 -0.308438 0.461151  -0.4619
3 O 0.311858 -0.959197 -2.024159  -0.7652
4 O -2.732335 1.665778 -0.629682  -0.7165
5 O -0.367160 -2.215005 0.044695  -0.7395
6 O -2.568099 0.454077 1.458849  -0.7190
7 O -2.842075 -0.799438 -0.486086  -0.6451
8 O -0.747089 0.446873 -0.107934  -0.2235
9 P 0.083478 -0.948707 -0.543721  0.8656
10 S -2.349138 0.418719 0.034944  1.1578
11 H 3.168177 0.938239 0.951132  0.2084
12 H 2.372936 1.377420 -0.719284  0.2765
13 H 1.613129 -0.770813 1.405780  0.3038

Forces on the atoms, in the same order (eV/Å):
C 0.833 0.398 0.995
C -2.218 -0.093 -2.571
O 0.357 0.679 0.294
O -0.101 -0.471 -0.208
O -0.161 -0.632 1.348
O -0.067 0.612 1.471
O -0.729 -1.593 -1.998
O 0.308 -1.270 -0.473
P 1.714 1.224 -0.926
S -0.273 2.253 1.185
H -0.224 0.327 -0.728
H -0.039 -0.852 0.399
H 0.600 -0.583 1.213

Results
M   186.08 g/mol
ΔE to the lowest compared entry with this formula, charge and spin   0.0 kcal/mol
Energy   -34533.7622 eV
Net charge   -2
Spin multiplicity   1
Strongest force on any atom   3.40 eV/Å
HOMO-LUMO gap   7.797 eV

---

Repeat the first record exactly.
Molecular formula: C7H8OS
Method: DFT, ωB97M-V/def2-TZVPD

Last column: Mulliken charge in e.
Positions of all 17 atoms, in Å:
1 C 1.781237 -1.486146 -0.340569  -0.8958
2 C 0.467682 -1.344349 -0.429603  0.0283
3 C -1.403076 1.378633 -0.678994  -0.2455
4 C 1.773852 2.665436 0.677601  -0.4739
5 C -1.953298 -1.001362 0.497583  -0.8119
6 C -0.419439 -0.788599 0.580942  -0.2217
7 C -1.372649 0.180511 -0.077650  0.3589
8 O -0.296410 2.225449 -0.738267  -0.3649
9 S 1.283480 1.585234 -0.300786  0.1449
10 H 2.490219 -1.985648 -1.005189  0.2393
11 H 2.405491 -1.179699 0.483442  0.3037
12 H -0.151158 -1.711441 -1.242556  0.2155
13 H -2.287660 1.753052 -1.028516  0.4294
14 H 2.610309 2.794256 1.206205  0.4292
15 H -2.362300 -1.635077 -0.344929  0.1824
16 H -2.643594 -1.035772 1.223450  0.3550
17 H 0.077314 -0.414478 1.517836  0.3270

Forces on the atoms, in the same order (eV/Å):
C 1.131 -0.641 -0.119
C -0.141 -1.722 0.094
C 2.982 -2.277 2.235
C -3.221 -1.001 -2.115
C 1.357 -1.175 -4.943
C -0.172 1.915 0.840
C 0.524 2.172 0.414
O -0.608 -0.609 -0.622
S -0.519 1.578 0.427
H -0.970 0.097 -0.690
H -0.568 0.467 0.758
H 0.613 -0.155 -0.519
H -1.900 1.382 -1.014
H 3.215 0.379 1.749
H 0.946 -0.081 1.006
H -1.773 0.358 3.224
H -0.894 -0.687 -0.725

Results
M   140.21 g/mol
ΔE to the lowest compared entry with this formula, charge and spin   130.6 kcal/mol
Energy   -20264.4237 eV
Spin multiplicity   1
Strongest force on any atom   5.26 eV/Å
HOMO-LUMO gap   8.713 eV

---

Q: Which value of strongest force on any atom does entry 3 give?
A: 3.40 eV/Å